1.
Here is an isolated molecule of C5H12N2O from OMol25. Energies are from ωB97M-V/def2-TZVPD.

Summary:
ΔE to the lowest compared entry with this formula, charge and spin	0.982	eV
HOMO-LUMO gap	10.26	eV
structure (SMILES)	CC/N=C(\O)[C@H](C)N
energy	-10407.442	eV
HOMO energy	-9.41	eV

The geometry in ORCA input format:
```
! RIJCOSX wB97M-V def2-TZVPD def2/J DEFGRID3
* xyz 0 1
C -1.62283 -0.07648 0.42857
C 2.07042 0.62516 0.29994
C -1.52512 -1.54805 0.03437
C 3.04552 -0.33287 -0.37469
C -0.28360 0.63023 0.27451
N -2.61293 0.69312 -0.32604
O -0.37517 1.95563 0.01548
N 0.78314 -0.01339 0.41456
H -1.32168 2.15060 -0.11737
H -1.90089 -0.00328 1.48862
H -2.50141 0.50854 -1.31961
H -3.55311 0.41604 -0.06932
H 2.42004 0.84612 1.31471
H 2.01342 1.57155 -0.25308
H -2.46362 -2.06185 0.23494
H -0.72598 -2.01603 0.59844
H -1.29047 -1.63552 -1.02451
H 3.07675 -1.27060 0.17308
H 4.04209 0.10078 -0.39961
H 2.72543 -0.53970 -1.39302
*
```

Here are the natural (NBO) charges for atoms 1 to 5, given in e: C -0.12; C -0.24; C -0.61; C -0.60; C 0.55



2.
Here is a structure of composition C11H24AgN4O4V from OMol25. Energies are from ωB97M-V/def2-TZVPD.

Summary:
HOMO-LUMO gap (alpha / beta)	5.32 / 5.40	eV
energy	-55609.645	eV
HOMO energy (alpha / beta)	-16.06 / -16.06	eV

The geometry in ORCA input format:
```
! RIJCOSX wB97M-V def2-TZVPD def2/J DEFGRID3
* xyz 2 1
N -1.71931 1.13060 1.04580
C -2.47440 1.63619 1.84313
O -3.22653 2.14281 2.60846
Ag -1.00333 -0.25836 -2.47067
V -0.25589 0.21092 0.15551
N 1.06265 1.32844 -0.51932
N -0.37102 -1.48574 -0.81740
C 1.44529 2.59532 0.13358
C -1.41339 -2.53695 -0.64080
C 0.54837 3.69934 -0.42469
C 2.90654 2.95192 -0.13594
C 1.25170 2.49169 1.64350
C -1.58081 -3.30013 -1.95761
C -1.06716 -3.54838 0.44563
C -2.70335 -1.81836 -0.26979
H 0.69733 3.80189 -1.50680
H 0.79485 4.65566 0.05552
H -0.51268 3.46870 -0.25257
H 3.56359 2.13513 0.18700
H 3.16970 3.84600 0.43981
H 3.09459 3.17859 -1.19071
H 0.21749 2.26330 1.92983
H 1.53482 3.45696 2.08778
H 1.90543 1.71542 2.06351
H -1.83864 -2.62395 -2.78785
H -2.39576 -4.03474 -1.86227
H -0.65813 -3.82909 -2.22788
H -0.23574 -4.19602 0.14452
H -1.93924 -4.19656 0.60720
H -0.82854 -3.03679 1.38576
H -2.58604 -1.29497 0.68871
H -3.50533 -2.56013 -0.19689
H -2.99341 -1.08411 -1.03677
C 1.01313 -1.96925 -0.85859
H 1.66981 -1.19805 -0.42283
H 1.13964 -2.90374 -0.29470
H 1.34345 -2.15852 -1.89363
C 1.59619 1.19712 -1.88004
H 2.63105 0.80700 -1.86816
H 1.00139 0.49935 -2.50268
H 1.58819 2.17661 -2.39183
O 0.08888 0.35318 3.54964
N -0.21201 -0.82982 3.27977
O -0.38475 -1.71630 4.11896
O -0.35863 -1.16219 1.99681
*
```

Here are the natural (NBO) charges for atoms 1 to 5, given in e: N -0.74; C 0.91; O -0.34; Ag 0.99; V 1.45



3.
Here is a cluster of 2 separate species, CH3BrO in total from OMol25. Energies are from ωB97M-V/def2-TZVPD.

Summary:
ΔE to the lowest compared entry with this formula, charge and spin	4.932	eV
HOMO-LUMO gap (alpha / beta)	6.88 / 6.86	eV
energy	-73170.184	eV
HOMO energy (alpha / beta)	-8.80 / -8.79	eV

The geometry in ORCA input format:
```
! RIJCOSX wB97M-V def2-TZVPD def2/J DEFGRID3
* xyz 0 1
C 0.79452 0.11960 0.21277
O -1.21259 -0.29667 -1.03868
Br -2.47240 -0.10282 0.08075
H 0.47518 0.24181 1.28556
H 1.15145 0.85946 -0.46682
H 1.26383 -0.82138 -0.07358
*
```

Here are the natural (NBO) charges for atoms 1 to 5, given in e: C -0.18; O -0.75; Br 0.32; H 0.21; H 0.20



4.
Here is a cluster of 2 separate species, C2H3N3S in total from OMol25. Energies are from ωB97M-V/def2-TZVPD.

Summary:
ΔE to the lowest compared entry with this formula, charge and spin	4.642	eV
HOMO-LUMO gap (alpha / beta)	7.94 / 7.94	eV
energy	-17423.155	eV
HOMO energy (alpha / beta)	-9.96 / -9.96	eV

The geometry in ORCA input format:
```
! RIJCOSX wB97M-V def2-TZVPD def2/J DEFGRID3
* xyz 0 1
C 2.45291 0.93366 -0.78094
C 1.56265 -0.08843 1.22499
N 3.00235 1.54510 -1.57176
N -0.12412 0.31528 -0.28974
N 0.25851 -0.13053 0.95856
S 2.52011 -0.25643 2.50896
H -0.43345 -0.42875 -0.88839
H 0.54459 0.96174 -0.70586
H -0.50150 0.06906 1.55536
*
```

Here are the natural (NBO) charges for atoms 1 to 5, given in e: C -0.01; C 0.19; N -0.47; N -0.67; N -0.46



5.
Here is a structure of composition AlO8P2 from OMol25. Energies are from ωB97M-V/def2-TZVPD.

Summary:
ΔE to the lowest compared entry with this formula, charge and spin	1.241	eV
HOMO-LUMO gap	4.10	eV
energy	-41550.598	eV
HOMO energy	3.05	eV

The geometry in ORCA input format:
```
! RIJCOSX wB97M-V def2-TZVPD def2/J DEFGRID3
* xyz -3 1
Al -1.33323 -1.62962 0.86876
P -1.16825 0.14766 -1.94086
O 0.01763 0.95552 -2.39149
O -2.51879 0.57034 -2.53261
O -1.55891 0.65396 -0.53844
O -1.12511 -1.41283 -1.78806
P 1.66205 0.08650 1.67763
O 1.77958 0.45873 3.20582
O 1.55182 -1.43284 1.39083
O 2.46737 0.91871 0.63625
O 0.22582 0.68389 1.41217
*
```

Here are the natural (NBO) charges for atoms 1 to 5, given in e: Al 0.79; P 2.47; O -1.13; O -1.07; O -0.87



6.
Here is a structure of composition C40H35CrN4OS from OMol25. Energies are from ωB97M-V/def2-TZVPD.

Summary:
ΔE to the lowest compared entry with this formula, charge and spin	0.000	eV
HOMO-LUMO gap (alpha / beta)	6.49 / 7.01	eV
expectation value of S²	3.820
energy	-89299.877	eV
HOMO energy (alpha / beta)	-12.72 / -12.73	eV

The geometry in ORCA input format:
```
! RIJCOSX wB97M-V def2-TZVPD def2/J DEFGRID3
* xyz 2 4
Cr 12.67856 16.30112 11.74526
C 12.96226 15.64648 15.99274
C 12.58416 16.28404 14.79260
N 13.26383 15.97962 13.65545
C 14.39110 15.17427 13.67936
C 14.80516 14.59566 14.86108
C 14.06555 14.80044 16.03591
C 15.98534 13.79850 14.85877
C 16.57743 13.56958 13.65778
C 16.18155 14.17374 12.46284
C 15.11334 15.06399 12.49188
N 14.50256 15.80727 11.39813
C 14.95456 15.69229 10.07056
C 16.24531 15.43044 9.58839
C 16.48699 15.21842 8.23810
C 15.47396 15.37772 7.28483
C 14.18485 15.78210 7.73011
C 13.05100 16.00087 6.89918
C 11.83669 16.38404 7.41061
C 11.73138 16.59725 8.80634
N 12.75118 16.33083 9.62676
C 13.93519 15.96954 9.13532
H 12.37193 15.78464 16.87375
H 11.80626 17.04176 14.70637
H 14.40996 14.28564 16.87775
H 16.35983 13.47345 15.80778
H 17.45149 12.97113 13.53243
H 16.73559 13.93414 11.58028
H 17.05349 15.30912 10.27721
H 17.50631 14.98610 7.91437
H 15.76012 15.30778 6.25966
H 13.13018 15.69268 5.82647
H 10.94810 16.45822 6.82478
H 10.77674 16.78393 9.29036
N 11.22014 14.91932 11.76356
S 11.65426 13.41500 11.43639
C 10.75553 12.91109 10.03423
C 9.61907 13.62073 9.62120
C 9.12030 13.41351 8.33013
C 9.78194 12.54045 7.47304
C 10.80850 11.77213 7.97014
C 11.39862 12.00408 9.14618
C 11.00060 12.38540 12.83008
C 9.88479 12.73146 13.60368
C 9.56746 11.91440 14.65321
C 10.27318 10.74916 14.93250
C 11.34182 10.41723 14.13476
C 11.71215 11.24275 13.08433
H 10.32739 15.08753 12.22151
H 9.13711 14.43968 10.16980
H 8.18100 13.94723 8.12284
H 9.30542 12.28331 6.58245
H 11.30586 11.01491 7.41986
H 12.38900 11.46970 9.31142
H 9.41728 13.71311 13.47688
H 8.78473 12.23570 15.32423
H 10.00339 10.06172 15.71838
H 12.00595 9.58752 14.34900
H 12.59087 10.95456 12.56181
C 7.13122 21.83604 9.28363
C 8.19803 21.10611 10.03704
C 7.98751 19.87548 10.52502
C 9.02029 19.04260 11.01481
C 8.66685 17.68382 11.38791
C 10.22882 19.65053 11.21386
C 11.37461 18.96847 11.65474
O 11.34684 17.80684 12.11977
C 10.46917 21.05757 10.87554
C 11.67513 21.84625 11.23816
C 9.42678 21.70542 10.31903
H 6.74248 21.15553 8.51415
H 7.53336 22.76088 8.83181
H 6.23425 22.16547 9.86845
H 7.00970 19.51698 10.32087
H 7.69046 17.39622 10.99468
H 8.69978 17.49429 12.50626
H 9.44266 17.02032 10.98396
H 12.33058 19.45855 11.58942
H 12.59515 21.36411 10.84130
H 11.84816 22.03424 12.25286
H 11.59926 22.80334 10.69258
H 9.58528 22.80667 10.15094
*
```

Here are the Mulliken charges for atoms 1 to 5, given in e: Cr -0.29; C -1.00; C -0.25; N 0.66; C 0.01